No. 1
{"formula": "C7H17N3OS", "method": "the ωB97M-V functional and the def2-TZVPD basis", "s2": 2.01, "energy_ev": -24865.4687, "lumo_energy_ev": [-6.76, -10.17], "homo_energy_ev": [-15.5, -16.8], "total_charge": 2, "spin_multiplicity": 3, "elements": ["C", "C", "C", "C", "C", "C", "C", "N", "N", "N", "O", "S", "H", "H", "H", "H", "H", "H", "H", "H", "H", "H", "H", "H", "H", "H", "H", "H", "H"], "positions_angstrom": [[1.184, -0.556, -1.000], [3.127, 0.627, -0.306], [0.288, -0.160, 0.132], [-0.618, -2.520, 0.639], [-3.395, 0.975, 0.552], [-0.158, 1.160, 0.169], [-1.426, 1.323, -0.840], [2.270, -0.025, -1.218], [4.489, -0.027, -0.497], [-0.790, -1.123, 0.823], [-2.558, 0.473, -0.463], [2.739, 0.576, 1.453], [0.639, -1.042, -1.827], [3.134, 1.660, -0.524], [0.017, -3.126, 1.325], [-1.611, -2.980, 0.772], [-0.167, -2.710, -0.410], [-2.861, 1.102, 1.589], [-4.131, 0.319, 0.819], [-3.866, 1.871, 0.116], [0.725, 1.798, -0.097], [-0.625, 1.640, 1.104], [-1.801, 2.419, -0.776], [-1.261, 1.083, -1.936], [5.166, 0.170, 0.255], [5.084, 0.475, -1.253], [4.276, -1.041, -0.687], [-0.807, -0.709, 1.778], [-1.658, -0.783, 0.437]]}



No. 2
{"formula": "C7H17NO", "method": "the ωB97M-V functional and the def2-TZVPD basis", "s2": 0.75, "energy_ev": -11069.4360, "e_above_lowest_kcal_mol": 32.85, "lumo_energy_ev": [3.83, 3.71], "homo_energy_ev": [1.3, -5.5], "total_charge": -1, "spin_multiplicity": 2, "elements": ["C", "N", "C", "C", "C", "C", "C", "C", "H", "H", "H", "H", "H", "H", "H", "H", "H", "H", "H", "H", "H", "H", "H", "H", "H", "O"], "positions_angstrom": [[-0.753, 0.441, 0.373], [0.349, -0.504, -0.063], [0.035, -1.918, 0.458], [-1.181, -2.217, -0.390], [-0.755, -1.737, -1.796], [0.384, -0.745, -1.511], [-0.133, 1.359, 1.467], [0.014, 2.763, 0.905], [-1.628, -0.084, 0.886], [-1.028, 1.136, -0.406], [-0.060, -2.004, 1.612], [0.988, -2.538, 0.310], [-2.140, -1.711, -0.081], [-1.323, -3.292, -0.367], [-1.637, -1.250, -2.312], [-0.354, -2.578, -2.445], [0.121, 0.122, -2.088], [1.442, -1.004, -1.843], [0.750, 0.905, 1.857], [-0.883, 1.510, 2.289], [0.972, 3.241, 1.319], [0.279, 2.876, -0.171], [-0.737, 3.455, 1.177], [2.374, 1.981, -0.024], [2.071, 0.582, 0.507], [2.833, 1.212, 0.337]]}